[1]
144
Properties=species:S:1:pos:R:3:lowdin_charge:R:1 method="wB97M-V/def2-TZVPD" e_homo_ev="-8.873 / -8.881" lumo_energy_ha="-0.12604 / -0.13806" spin_multiplicity=4 homo_lumo_gap_ev="5.44 / 5.12" charge=+1
Re -0.647 -0.577 -0.906 1.81
C -4.227 -0.885 -6.116 -0.07
C -2.795 -0.338 -6.167 -0.18
C -1.972 -0.813 -5.014 -0.12
C -1.083 -1.843 -4.987 -0.13
C -0.648 -2.729 -6.113 -0.19
C -1.467 -4.021 -6.203 -0.07
C -0.621 -1.969 -3.627 -0.22
C 0.228 -2.973 -3.159 0.02
C 0.459 -3.271 -1.832 -0.23
C 1.058 -4.483 -1.332 -0.13
C 1.709 -5.518 -2.195 -0.18
C 0.713 -6.485 -2.844 -0.07
C 0.870 -4.496 0.016 -0.12
C 0.180 -3.283 0.375 -0.25
C -0.377 -2.982 1.578 0.04
C -1.039 -1.786 1.889 -0.23
N -0.897 -0.628 1.109 -0.08
C -1.527 0.363 1.813 -0.28
C -1.455 1.764 1.353 -0.45
C -2.142 1.917 0.041 -0.29
N -1.942 1.024 -0.973 -0.08
C -2.753 1.435 -2.027 -0.24
C -2.757 0.820 -3.291 0.07
C -2.045 -0.272 -3.679 -0.22
N -1.206 -1.018 -2.844 -0.05
C -3.452 2.587 -1.646 -0.14
C -3.072 2.882 -0.327 -0.14
C -3.499 4.058 0.499 -0.18
C -2.465 5.188 0.475 -0.07
C -4.463 3.328 -2.462 -0.19
C -5.894 2.891 -2.132 -0.08
C -2.186 -0.139 2.926 -0.10
C -1.822 -1.500 3.014 -0.11
C -2.158 -2.556 4.032 -0.18
C -2.768 -2.085 5.348 -0.08
C -3.200 0.667 3.707 -0.17
C -2.681 1.547 4.841 -0.07
N 0.002 -2.505 -0.774 -0.06
C 1.246 -5.566 0.990 -0.18
C 0.169 -6.648 1.123 -0.07
H -4.797 -0.552 -6.983 0.08
H -4.744 -0.550 -5.217 0.07
H -4.223 -1.975 -6.109 0.07
H -2.820 0.754 -6.179 0.11
H -2.321 -0.647 -7.099 0.11
H 0.409 -2.977 -5.993 0.11
H -0.728 -2.180 -7.052 0.11
H -1.414 -4.584 -5.269 0.07
H -1.101 -4.659 -7.006 0.08
H -2.517 -3.800 -6.395 0.07
H 0.613 -3.669 -3.892 0.11
H 2.428 -6.080 -1.596 0.11
H 2.286 -5.020 -2.979 0.11
H 0.143 -7.025 -2.088 0.07
H 1.231 -7.215 -3.464 0.08
H -0.001 -5.951 -3.473 0.06
H -0.324 -3.738 2.352 0.12
H -1.940 2.407 2.083 0.09
H -3.383 1.279 -4.045 0.12
H -3.684 3.749 1.531 0.11
H -4.453 4.432 0.120 0.11
H -1.482 4.826 0.781 0.05
H -2.753 5.998 1.146 0.08
H -2.373 5.599 -0.532 0.07
H -4.274 3.177 -3.526 0.10
H -4.358 4.400 -2.282 0.11
H -6.043 1.840 -2.384 0.08
H -6.621 3.482 -2.689 0.08
H -6.101 3.009 -1.068 0.07
H -1.235 -3.098 4.262 0.11
H -2.822 -3.291 3.568 0.12
H -2.181 -1.281 5.793 0.06
H -2.793 -2.910 6.059 0.08
H -3.791 -1.736 5.224 0.07
H -3.959 -0.006 4.099 0.10
H -3.722 1.304 2.988 0.11
H -1.900 2.222 4.496 0.05
H -2.271 0.953 5.656 0.06
H -3.493 2.153 5.246 0.08
H 1.433 -5.116 1.967 0.11
H 2.187 -6.022 0.675 0.11
H -0.792 -6.209 1.394 0.08
H 0.441 -7.371 1.891 0.08
H 0.035 -7.184 0.184 0.06
C 4.704 -0.131 1.933 -0.02
C 3.462 -0.805 1.367 -0.61
C 3.779 -1.437 0.019 -0.02
C 2.951 -1.866 2.334 -0.01
O 2.425 0.174 1.095 -0.15
Si 1.940 1.368 2.105 0.01
S 0.283 2.477 1.257 0.84
O 3.050 2.535 2.323 -0.15
C 3.691 3.610 1.616 -0.64
C 3.686 3.350 0.123 -0.03
C 5.116 3.666 2.147 -0.02
C 2.953 4.901 1.945 -0.03
O 1.716 0.676 3.542 -0.13
C 1.528 1.116 4.897 -0.62
C 2.900 1.133 5.557 -0.02
C 0.906 2.504 4.931 -0.02
C 0.630 0.072 5.539 -0.01
H 5.494 -0.874 2.057 0.10
H 4.505 0.322 2.905 0.08
H 5.064 0.645 1.257 0.07
H 4.440 -2.295 0.148 0.10
H 4.275 -0.715 -0.634 0.09
H 2.858 -1.783 -0.451 0.05
H 3.716 -2.632 2.467 0.10
H 2.051 -2.333 1.938 0.07
H 2.716 -1.430 3.302 0.08
H 4.106 2.364 -0.095 0.08
H 4.281 4.106 -0.388 0.10
H 2.672 3.392 -0.267 0.06
H 5.660 2.754 1.902 0.08
H 5.109 3.784 3.231 0.09
H 5.646 4.514 1.710 0.09
H 1.915 4.848 1.615 0.06
H 3.434 5.745 1.447 0.09
H 2.968 5.079 3.020 0.09
H 3.565 1.815 5.025 0.08
H 3.339 0.134 5.547 0.09
H 2.819 1.462 6.594 0.09
H 1.585 3.241 4.501 0.08
H 0.685 2.789 5.960 0.10
H -0.021 2.523 4.361 0.05
H 1.110 -0.907 5.495 0.09
H -0.312 0.012 4.997 0.05
H 0.431 0.321 6.582 0.10
N 2.653 0.625 -3.221 0.17
C 1.891 -0.160 -2.455 -0.14
N 0.855 0.486 -1.965 -0.01
C 0.924 1.798 -2.467 -0.18
C 0.100 2.913 -2.323 -0.01
C 0.480 4.070 -2.971 -0.05
C 1.642 4.141 -3.755 -0.07
C 2.458 3.043 -3.915 -0.01
C 2.069 1.882 -3.260 -0.18
H 3.502 0.340 -3.680 0.17
H 2.106 -1.202 -2.277 0.12
H -0.790 2.897 -1.716 0.08
H -0.138 4.951 -2.865 0.11
H 1.898 5.071 -4.244 0.11
H 3.357 3.080 -4.516 0.12

---

[2]
149
Properties=species:S:1:pos:R:3:lowdin_charge:R:1 method="wB97M-V/def2-TZVPD" e_homo_ev="-5.763 / -6.502" lumo_energy_ha="0.01322 / -0.05313" spin_multiplicity=4 homo_lumo_gap_ev="6.12 / 5.06" charge=0
Ti 0.386 -0.259 0.306 0.70
C 1.168 4.244 -1.335 -0.15
C -0.017 4.060 -0.385 -0.55
C -0.891 5.315 -0.369 -0.10
P -0.924 2.446 -0.636 1.06
C -2.095 2.705 0.784 -0.44
N -2.881 1.577 1.281 -0.19
Ge -1.908 -0.064 1.630 0.94
N -1.441 0.060 3.523 -0.18
C -0.041 0.403 3.839 -0.37
P 0.427 1.852 2.751 1.07
C -0.248 3.245 3.831 -0.52
C 0.497 3.482 5.148 -0.11
C -1.741 3.103 4.160 -0.10
C 2.262 2.207 2.907 -0.52
C 2.971 2.127 1.538 -0.11
C 2.980 1.352 3.954 -0.10
C -2.309 -0.124 4.584 -0.27
C -1.874 -0.273 5.914 -0.05
C -2.770 -0.310 6.974 -0.09
C -4.132 -0.202 6.750 -0.10
C -4.581 -0.123 5.438 -0.02
C -3.704 -0.131 4.367 -0.14
N -4.141 -0.164 2.987 -0.02
C -4.878 0.994 2.522 -0.14
C -6.197 1.232 2.870 -0.02
C -6.895 2.326 2.383 -0.10
C -6.252 3.171 1.493 -0.10
C -4.939 2.931 1.117 -0.03
C -4.200 1.845 1.629 -0.22
C -4.804 -1.383 2.571 -0.16
C -5.984 -1.871 3.106 -0.03
C -6.647 -2.951 2.533 -0.10
C -6.117 -3.518 1.386 -0.10
C -4.899 -3.083 0.883 -0.05
C -4.167 -2.061 1.516 -0.25
N -2.860 -1.731 1.197 -0.17
C -2.084 -2.736 0.448 -0.39
P -0.543 -3.206 1.387 1.08
C 0.172 -4.566 0.316 -0.55
C -0.780 -5.673 -0.137 -0.11
C 0.891 -3.954 -0.890 -0.11
C -1.150 -4.215 2.836 -0.53
C -0.991 -3.398 4.125 -0.12
C -2.566 -4.782 2.771 -0.10
C -2.176 2.764 -1.980 -0.53
C -1.607 3.174 -3.336 -0.12
C -3.020 1.491 -2.126 -0.10
H 1.766 5.103 -1.014 0.08
H 0.830 4.434 -2.356 0.04
H 1.807 3.363 -1.364 0.03
H 0.407 3.915 0.615 0.07
H -1.397 5.460 -1.328 0.07
H -0.262 6.192 -0.195 0.08
H -1.646 5.300 0.418 0.07
H -2.742 3.511 0.481 0.04
H -1.467 3.113 1.578 0.01
H 0.638 -0.430 3.675 0.06
H 0.049 0.718 4.874 0.05
H -0.127 4.136 3.202 0.10
H 0.440 2.604 5.800 0.07
H 0.013 4.306 5.680 0.08
H 1.546 3.747 5.026 0.06
H -1.895 2.346 4.929 0.07
H -2.355 2.828 3.306 0.05
H -2.113 4.051 4.560 0.09
H 2.295 3.247 3.218 0.08
H 4.022 1.850 1.659 0.08
H 2.935 3.088 1.018 0.07
H 2.523 1.393 0.876 0.02
H 3.105 0.326 3.596 0.05
H 2.443 1.321 4.904 0.07
H 3.978 1.757 4.146 0.08
H -0.819 -0.375 6.128 0.10
H -2.390 -0.419 7.983 0.10
H -4.838 -0.202 7.570 0.10
H -5.645 -0.033 5.262 0.09
H -6.717 0.541 3.520 0.09
H -7.922 2.495 2.681 0.10
H -6.776 4.018 1.066 0.10
H -4.503 3.588 0.378 0.09
H -6.410 -1.424 3.995 0.09
H -7.572 -3.311 2.963 0.10
H -6.645 -4.318 0.879 0.10
H -4.507 -3.551 -0.009 0.10
H -1.764 -2.354 -0.522 0.06
H -2.671 -3.628 0.278 0.04
H 0.933 -5.018 0.962 0.10
H -1.634 -5.275 -0.693 0.07
H -1.157 -6.261 0.700 0.06
H -0.252 -6.357 -0.809 0.08
H 0.174 -3.482 -1.570 0.07
H 1.419 -4.722 -1.464 0.08
H 1.625 -3.205 -0.582 0.06
H -0.435 -5.044 2.871 0.10
H -1.685 -2.556 4.128 0.06
H 0.023 -2.997 4.231 0.06
H -1.209 -4.013 5.005 0.08
H -3.308 -3.986 2.814 0.06
H -2.731 -5.427 3.640 0.08
H -2.756 -5.374 1.876 0.06
H -2.818 3.567 -1.617 0.09
H -2.431 3.324 -4.041 0.08
H -0.948 2.398 -3.734 0.02
H -1.043 4.107 -3.287 0.05
H -3.782 1.629 -2.900 0.08
H -3.523 1.224 -1.193 0.07
H -2.383 0.656 -2.416 0.04
C 3.047 -2.153 2.897 -0.03
C 2.735 -1.335 1.690 -0.42
O 1.524 -0.813 1.609 -0.32
C 3.653 -1.197 0.621 -0.02
C 3.359 -0.770 -0.644 -0.29
C 4.362 -0.719 -1.752 -0.05
N 1.984 -0.539 -0.964 -0.06
N 1.664 -0.873 -2.166 0.06
C 0.306 -0.880 -2.340 -0.45
O -0.465 -0.520 -1.380 -0.23
C -0.199 -1.546 -3.542 -0.17
C -1.569 -1.763 -3.667 -0.02
C -2.072 -2.447 -4.764 -0.07
C -1.209 -2.927 -5.739 -0.08
C 0.162 -2.724 -5.611 -0.08
C 0.670 -2.040 -4.519 -0.04
H 2.663 -3.172 2.771 0.08
H 2.570 -1.738 3.789 0.07
H 4.124 -2.211 3.059 0.09
H 4.670 -1.524 0.801 0.12
H 5.366 -0.615 -1.345 0.08
H 4.152 0.116 -2.425 0.06
H 4.321 -1.629 -2.359 0.08
H -2.234 -1.405 -2.891 0.10
H -3.139 -2.610 -4.854 0.11
H -1.600 -3.463 -6.595 0.10
H 0.837 -3.112 -6.364 0.10
H 1.733 -1.877 -4.402 0.11
C 0.550 1.065 -6.670 -0.03
N 1.212 2.323 -6.367 -0.12
C 1.452 3.371 -7.252 -0.06
C 2.076 4.340 -6.565 -0.08
N 2.211 3.869 -5.266 0.06
C 1.693 2.619 -5.133 -0.79
S 1.665 1.645 -3.769 0.70
H 0.136 1.120 -7.674 0.09
H -0.245 0.880 -5.949 0.08
H 1.256 0.238 -6.603 0.09
H 1.158 3.324 -8.287 0.12
H 2.430 5.307 -6.874 0.11
H 2.631 4.346 -4.487 0.14

---

[3]
149
Properties=species:S:1:pos:R:3:lowdin_charge:R:1 method="wB97M-V/def2-TZVPD" e_homo_ev="-4.814 / -6.283" lumo_energy_ha="0.01989 / -0.06955" spin_multiplicity=4 homo_lumo_gap_ev="5.36 / 4.39" charge=0
Ti 0.556 -0.761 0.579 0.53
C -5.644 2.899 -0.994 -0.12
C -4.209 3.308 -0.665 -0.56
C -3.991 3.258 0.852 -0.13
P -2.938 2.181 -1.476 1.09
C -1.594 3.438 -1.742 -0.41
N -0.905 3.823 -0.533 -0.16
Ge 0.020 2.331 0.920 1.18
N 1.682 2.934 0.113 -0.24
C 1.916 2.616 -1.273 -0.39
P 2.059 0.785 -1.625 1.12
C 3.937 0.732 -1.503 -0.52
C 4.328 0.837 -0.027 -0.11
C 4.562 -0.508 -2.139 -0.09
C 1.743 0.947 -3.471 -0.54
C 1.516 -0.416 -4.124 -0.11
C 2.766 1.767 -4.253 -0.11
C 2.312 4.016 0.676 -0.25
C 3.630 4.408 0.386 -0.03
C 4.243 5.439 1.073 -0.09
C 3.574 6.107 2.089 -0.09
C 2.267 5.750 2.379 -0.02
C 1.634 4.747 1.665 -0.16
N 0.204 4.452 1.882 -0.05
C -0.564 5.455 1.170 -0.17
C -0.692 6.750 1.647 -0.06
C -1.346 7.728 0.918 -0.11
C -1.845 7.397 -0.334 -0.10
C -1.716 6.118 -0.833 -0.03
C -1.078 5.085 -0.099 -0.27
C -0.052 4.214 3.262 -0.17
C -0.955 4.883 4.058 0.00
C -0.974 4.642 5.431 -0.05
C -0.050 3.770 6.006 -0.07
C 0.799 3.032 5.213 -0.01
C 0.738 3.150 3.806 -0.26
N 1.320 2.380 2.885 -0.06
C 2.169 1.293 3.236 -0.33
P 1.299 -0.360 3.081 1.07
C 0.053 -0.181 4.468 -0.50
C -1.144 -1.103 4.231 -0.14
C 0.579 -0.334 5.894 -0.10
C 2.711 -1.482 3.592 -0.52
C 2.225 -2.864 4.033 -0.11
C 3.718 -0.903 4.586 -0.11
C -3.583 2.089 -3.235 -0.57
C -2.645 1.217 -4.077 -0.14
C -3.840 3.420 -3.939 -0.12
H -5.812 1.848 -0.756 0.07
H -5.883 3.048 -2.048 0.06
H -6.340 3.497 -0.401 0.08
H -4.040 4.333 -1.012 0.09
H -4.124 2.236 1.217 0.06
H -4.704 3.909 1.365 0.08
H -2.985 3.580 1.117 0.04
H -2.049 4.291 -2.246 0.04
H -0.892 2.967 -2.445 0.06
H 2.827 3.098 -1.627 0.07
H 1.086 2.998 -1.883 0.06
H 4.313 1.618 -2.024 0.09
H 3.943 -0.019 0.527 0.05
H 3.929 1.746 0.425 0.04
H 5.417 0.855 0.077 0.09
H 4.122 -1.417 -1.733 0.05
H 5.636 -0.525 -1.936 0.08
H 4.426 -0.519 -3.220 0.06
H 0.784 1.479 -3.504 0.08
H 2.429 -1.015 -4.130 0.07
H 1.186 -0.290 -5.159 0.08
H 0.752 -0.965 -3.580 0.04
H 3.730 1.258 -4.296 0.07
H 2.913 2.759 -3.825 0.07
H 2.412 1.895 -5.278 0.08
H 4.201 3.878 -0.366 0.10
H 5.264 5.707 0.832 0.10
H 4.058 6.901 2.640 0.10
H 1.742 6.263 3.174 0.11
H -0.249 7.020 2.595 0.10
H -1.434 8.733 1.308 0.09
H -2.325 8.156 -0.940 0.10
H -2.083 5.918 -1.829 0.09
H -1.638 5.600 3.628 0.11
H -1.686 5.163 6.056 0.11
H -0.016 3.654 7.082 0.11
H 1.498 2.350 5.673 0.09
H 2.588 1.384 4.243 0.07
H 2.992 1.259 2.515 0.09
H -0.306 0.846 4.342 0.09
H -0.866 -2.150 4.349 0.05
H -1.519 -0.973 3.216 0.03
H -1.946 -0.872 4.938 0.09
H 1.032 -1.308 6.060 0.06
H -0.254 -0.232 6.593 0.09
H 1.309 0.435 6.148 0.05
H 3.220 -1.616 2.633 0.08
H 1.766 -2.839 5.021 0.06
H 3.069 -3.555 4.074 0.08
H 1.500 -3.270 3.335 -0.02
H 3.245 -0.572 5.511 0.06
H 4.275 -0.070 4.157 0.07
H 4.441 -1.680 4.843 0.08
H -4.532 1.553 -3.131 0.09
H -1.708 1.741 -4.287 0.06
H -3.114 0.979 -5.036 0.08
H -2.412 0.285 -3.563 0.05
H -2.901 3.927 -4.169 0.07
H -4.456 4.092 -3.339 0.06
H -4.357 3.241 -4.886 0.08
C 3.816 -3.313 0.236 -0.03
C 2.578 -2.610 -0.253 -0.47
O 2.157 -1.579 0.438 -0.32
C 1.889 -3.076 -1.359 -0.04
C 0.589 -2.664 -1.730 -0.37
C -0.069 -3.299 -2.933 -0.05
N -0.086 -1.792 -0.968 -0.14
N -1.447 -1.747 -1.109 0.09
C -1.997 -1.093 -0.113 -0.49
O -1.251 -0.457 0.760 -0.33
C -3.441 -1.221 0.089 -0.17
C -4.001 -0.856 1.316 -0.05
C -5.348 -1.057 1.568 -0.10
C -6.168 -1.604 0.589 -0.10
C -5.623 -1.959 -0.640 -0.09
C -4.272 -1.788 -0.884 -0.04
H 4.513 -2.605 0.690 0.07
H 4.320 -3.833 -0.578 0.08
H 3.534 -4.051 0.993 0.08
H 2.341 -3.869 -1.940 0.11
H 0.695 -3.594 -3.652 0.08
H -0.760 -2.601 -3.404 0.07
H -0.648 -4.195 -2.690 0.06
H -3.356 -0.426 2.072 0.10
H -5.768 -0.773 2.525 0.10
H -7.226 -1.741 0.776 0.10
H -6.261 -2.376 -1.409 0.10
H -3.835 -2.095 -1.825 0.11
C -3.266 -3.934 3.081 -0.02
N -2.970 -4.305 1.718 -0.10
C -3.834 -4.923 0.832 -0.05
C -3.159 -5.128 -0.313 -0.07
N -1.883 -4.651 -0.110 0.09
C -1.767 -4.111 1.121 -0.73
S -0.373 -3.464 1.788 0.75
H -4.037 -4.593 3.473 0.09
H -3.612 -2.902 3.135 0.08
H -2.358 -4.033 3.673 0.07
H -4.857 -5.135 1.085 0.12
H -3.466 -5.590 -1.233 0.12
H -1.154 -4.545 -0.794 0.11

---

Table of energy relative to the best compared isomer or geometry (same formula, charge and spin) (kJ/mol), in record order: 30.3, 18.5, 27.3